{"formula": "C3H5NO3", "method": "ωB97M-V/def2-TZVPD", "elements": ["O", "O", "O", "N", "C", "C", "C", "H", "H", "H", "H", "H"], "xyz": [[2.9628, 1.1444, 0.1939], [0.5893, 1.4108, -0.6746], [2.7813, -1.0349, 0.5574], [2.3841, 0.1005, 0.1948], [-0.1078, -0.6335, 0.4013], [-1.1776, -0.9035, -0.2641], [1.0444, 0.0936, -0.3910], [-1.2165, -0.4771, -1.1801], [1.2948, 2.0101, -0.4516], [-2.0353, -1.3225, 0.1817], [0.0941, -0.9860, 1.4412], [1.2929, -0.4637, -1.3983]], "e_above_lowest_kcal_mol": 125.8, "homo_lumo_gap_ev": 10.54, "smiles": "C=C[C@@H](O)[N+](=O)[O-]", "e_homo_ha": -0.3983, "lumo_ev": -0.3}


{"formula": "C32H47CuN2O2P2", "method": "ωB97M-V/def2-TZVPD", "elements": ["Cu", "P", "P", "O", "O", "N", "N", "C", "C", "C", "C", "C", "C", "C", "C", "C", "C", "C", "C", "C", "C", "C", "C", "C", "C", "C", "C", "C", "C", "C", "C", "C", "C", "C", "C", "C", "C", "C", "C", "H", "H", "H", "H", "H", "H", "H", "H", "H", "H", "H", "H", "H", "H", "H", "H", "H", "H", "H", "H", "H", "H", "H", "H", "H", "H", "H", "H", "H", "H", "H", "H", "H", "H", "H", "H", "H", "H", "H", "H", "H", "H", "H", "H", "H", "H", "H"], "xyz": [[0.0000, 0.0000, 1.0024], [2.2726, -0.9637, 0.8366], [-2.4183, 0.0623, 0.5654], [0.5853, 2.4705, 2.7857], [0.0000, 0.0000, 4.2205], [-0.3016, -1.5897, -0.5149], [0.2555, 1.2088, -0.6673], [-0.7499, -3.7174, -2.2791], [3.4194, -0.1298, -0.4908], [-2.5426, 2.7376, -0.2052], [0.4979, 4.7392, -4.0181], [-3.9368, -1.0148, 2.7109], [0.8817, 1.9503, -4.0265], [1.0386, 2.6842, -5.2043], [4.8473, -0.7000, -0.5803], [3.3289, -1.2723, 2.4009], [-4.7941, 1.7199, 0.2286], [3.4929, 1.3902, -0.2330], [2.7391, -0.4351, -1.8470], [0.3685, 1.8697, -1.6336], [-4.7893, -1.6008, 0.4104], [0.6403, -2.6322, -0.5715], [-3.5255, -1.3520, 1.2630], [-2.3202, -0.3961, -1.2429], [-2.7270, -2.6792, 1.2491], [0.5267, 2.6190, -2.8263], [0.3348, 4.0235, -2.8296], [4.0474, 0.0238, 2.8220], [-3.3233, 1.7436, 0.6803], [-1.6278, -2.5990, -2.2709], [0.3528, 1.5181, 2.1348], [0.0000, 0.0000, 3.0024], [-1.3719, -1.5733, -1.3662], [2.3880, -1.6928, 3.5419], [0.3446, -3.7421, -1.4441], [0.8482, 4.0759, -5.2053], [-3.2139, 2.2476, 2.1368], [4.3318, -2.4258, 2.1865], [1.8239, -2.5503, 0.1717], [-4.4241, -1.9018, 3.1565], [-1.4949, 2.8154, 0.1231], [2.5630, -3.3489, 0.0447], [-0.9441, -4.5588, -2.9541], [-3.6003, 3.2828, 2.1851], [0.3512, 5.8240, -4.0188], [2.5044, 1.8160, -0.0046], [-5.4679, -0.7379, 0.3671], [-1.7515, -2.6063, 1.7445], [3.1458, 0.2428, -2.6216], [1.7589, -0.8539, 3.8731], [-4.9128, 1.2942, -0.7829], [3.8974, 1.9024, -1.1274], [-5.3473, -2.4406, 0.8649], [1.7380, -2.5308, 3.2414], [4.8980, -2.5807, 3.1244], [4.8493, 0.3091, 2.1224], [-5.4319, 1.1546, 0.9263], [5.0584, -2.2304, 1.3861], [-3.7994, 1.6372, 2.8398], [5.4591, -0.4620, 0.3047], [-3.0099, 3.7346, -0.1056], [5.3530, -0.2544, -1.4590], [-3.3279, -3.4357, 1.7875], [1.6475, -0.3142, -1.8131], [0.9745, 4.6442, -6.1324], [-2.5648, 2.4647, -1.2742], [-3.2952, -0.6253, -1.7011], [4.1580, 1.6238, 0.6131], [1.3141, 2.1671, -6.1290], [0.0635, 4.5320, -1.9003], [3.3357, 0.8640, 2.9035], [4.8381, -1.7941, -0.7243], [-5.1760, 2.7578, 0.2020], [1.0336, 0.8672, -4.0130], [-4.5332, -1.9046, -0.6182], [-2.5655, -3.0433, 0.2231], [-1.9062, 0.4865, -1.7598], [-4.6635, -0.1865, 2.7471], [1.0372, -4.5890, -1.4490], [3.8013, -3.3653, 1.9581], [2.9987, -2.0206, 4.4043], [-3.0701, -0.7586, 3.3398], [2.9373, -1.4751, -2.1521], [4.5114, -0.1252, 3.8150], [-2.5008, -2.5495, -2.9265], [-2.1644, 2.2554, 2.4724]], "homo_lumo_gap_ev": [6.84, 5.66], "charge": 1, "e_homo_ha": [-0.3721, -0.3717], "lumo_ev": [-3.3, -4.5], "s_squared": 0.792, "spin_multiplicity": 2}


{"formula": "C5H10NOS2", "method": "ωB97M-V/def2-TZVPD", "elements": ["S", "S", "O", "N", "C", "C", "C", "C", "C", "H", "H", "H", "H", "H", "H", "H", "H", "H", "H"], "xyz": [[1.4382, 0.5705, 0.3602], [2.5957, -2.1842, -0.0005], [4.0505, 1.3059, -0.7057], [-1.5153, -0.5445, 1.3901], [-1.8557, 1.3994, 0.0879], [2.7343, -0.4704, 0.1155], [-2.2894, -1.0153, -0.7544], [-1.7952, -0.0565, 0.2048], [3.9811, 0.0887, -0.2513], [-1.2674, 1.7894, 0.8643], [-2.8847, 1.7344, 0.2124], [-0.9927, 0.0087, 2.0697], [4.7781, -0.6263, -0.4044], [-1.4480, 1.7364, -0.9324], [-1.4685, -1.6035, 1.6705], [-1.7827, -1.0266, -1.7692], [-3.3613, -0.7226, -0.9373], [-2.0682, -2.0730, -0.4394], [3.1512, 1.6896, -0.7809]], "e_above_lowest_kcal_mol": 19.1, "homo_lumo_gap_ev": [6.05, 6.05], "charge": 1, "e_homo_ha": [-0.4356, -0.4356], "lumo_ev": [-5.8, -5.8]}